Computed, not measured: a 26-piece molecular cluster, C24H97N48O29S overall, with ωB97M-V/def2-TZVPD.

Each line ends with the Löwdin charge.
Positions of all 199 atoms, in Å:
S: -0.2194 -0.2341 -0.0400  0.297
O: -5.8566 0.2866 5.1903  -0.029
O: -0.3130 -1.0392 -7.5331  0.063
O: 6.0296 3.9567 -0.4808  0.035
O: -1.4060 1.5784 4.9580  0.006
O: 1.5661 1.8109 6.5832  0.061
O: 4.7462 -1.5593 -1.7744  -0.001
O: -0.5551 2.4412 -4.3757  -0.030
O: -4.4377 2.2187 0.5240  -0.009
O: 1.7724 -4.5107 3.4569  0.015
O: -0.0008 -0.6608 1.3105  -0.358
O: 1.0740 -0.2470 -0.8091  -0.364
O: -5.3445 -0.5150 -2.3142  0.035
O: 3.4689 3.1155 1.4496  0.010
O: -3.6560 7.4226 -2.1751  0.029
O: 3.5201 2.3512 -3.7578  -0.010
O: 0.4085 5.7113 -5.4302  -0.015
O: -3.5072 -3.9609 2.3566  0.035
O: -3.6785 -4.4439 -2.6296  0.002
O: 3.0236 0.5728 -7.6444  -0.014
O: 1.6896 -1.2910 5.5676  -0.462
O: -0.5804 -0.2924 8.2444  0.078
O: -7.5926 -3.8652 0.0971  0.004
O: 0.7320 -2.9759 -4.6794  0.026
O: 0.9480 -6.2713 -0.2469  0.019
O: -1.2023 -1.1140 -0.5913  -0.354
O: -0.7904 1.0962 -0.0099  -0.385
O: 6.4838 -5.1843 0.6502  -0.034
O: -7.7431 -0.4591 2.2334  0.089
O: 4.8027 -1.4007 2.7247  -0.005
N: -4.0033 4.3483 1.2183  0.171
N: 1.6538 3.4263 5.0255  0.176
N: 2.1927 1.4206 1.4697  0.197
N: -3.3017 -1.9226 1.5053  0.177
N: -1.6855 -5.6088 -2.7224  0.184
N: 1.4453 -2.2910 3.0776  0.153
N: -1.5216 -1.7210 6.7878  0.183
N: -5.7448 0.3916 2.4583  0.177
N: -5.8969 -5.2783 -0.0605  0.150
N: -1.4833 2.0051 -2.3735  0.206
N: 5.6080 1.8779 0.0860  0.190
N: 3.4621 -0.5738 -5.7898  0.203
N: 5.1071 0.4880 -6.8010  0.172
N: -1.6082 -2.7219 2.5765  0.181
N: 1.2927 3.8414 7.1664  0.157
N: -3.2090 -1.2813 -2.3945  0.183
N: 3.1261 -5.6652 -0.2432  0.192
N: 6.0999 -4.0790 2.5557  0.147
N: 5.1895 0.2364 -2.8997  0.149
N: 3.6425 0.1882 3.6655  0.214
N: -3.7689 5.2137 -2.1649  0.172
N: -5.3134 -1.2651 6.7082  0.154
N: 3.3504 0.2407 -2.0187  0.208
N: -3.6943 0.1306 -0.9533  0.162
N: 1.4809 -2.7604 -2.6366  0.196
N: 0.5231 0.6354 -6.3557  0.170
N: -1.0168 2.1295 2.8414  0.177
N: 2.5913 -7.7163 -0.5442  0.141
N: -0.1736 5.3465 -3.3202  0.188
N: -0.0992 -1.5288 -3.1536  0.171
N: 0.1393 0.5569 3.6544  0.180
N: 0.5918 7.3329 -3.8100  0.158
N: -5.1959 6.2178 -3.3045  0.153
N: 0.9071 -3.7050 1.5565  0.164
N: -2.6325 -1.1695 8.4432  0.124
N: 2.4703 3.2427 -5.5490  0.213
N: 5.7118 0.5495 2.9182  0.186
N: -2.0856 -4.1466 -1.1983  0.202
N: 0.6973 1.8431 -2.6486  0.233
N: -4.2371 -1.2664 4.8131  0.221
N: 4.9447 -3.4882 0.8443  0.186
N: -5.8637 -3.3743 -1.2122  0.195
N: 1.3714 3.1713 0.4360  0.196
N: -2.3920 3.0575 0.6413  0.174
N: -1.2151 -0.2691 -5.6687  0.161
N: 7.1095 2.1883 -1.3275  0.147
N: 3.3267 4.5555 -3.9544  0.198
N: -6.5149 -0.1287 0.5247  0.193
C: -0.4501 2.1809 -3.1729  -0.734
C: -4.1425 6.3875 -2.5564  -0.809
C: -2.8727 -2.9592 2.1864  -0.786
C: 4.4199 -0.4341 -2.1600  -0.834
C: -3.6456 3.1321 0.8325  -0.703
C: -6.7495 -0.0895 1.7817  -0.876
C: 4.6963 -0.2214 3.0558  -0.756
C: 5.8698 -4.2836 1.2276  -0.751
C: 3.1329 3.3271 -4.3655  -0.694
C: -4.2111 -0.5984 -1.9285  -0.773
C: 0.7787 -2.3951 -3.6068  -0.796
C: 2.3964 2.6862 1.1210  -0.724
C: 1.4365 -3.5885 2.7344  -0.762
C: 0.2255 6.1606 -4.2795  -0.733
C: -5.1558 -0.7155 5.5361  -0.698
C: -0.2870 -0.3343 -6.5836  -0.826
C: 3.8451 0.2038 -6.8013  -0.756
C: 1.5396 2.9828 6.2775  -0.809
C: -0.7977 1.4475 3.8923  -0.782
C: -6.5413 -4.1508 -0.4360  -0.776
C: -1.4652 -0.9857 7.8390  -0.781
C: 6.2450 2.7743 -0.5648  -0.834
C: -2.5698 -4.7526 -2.2274  -0.747
C: 2.1302 -6.4847 -0.4250  -0.750
H: -2.3648 -2.1943 6.4960  0.073
H: 6.1464 -0.0562 -3.0370  0.118
H: -2.4347 1.7417 -2.5868  0.114
H: -1.1200 -4.0819 -0.9095  0.108
H: -4.1657 4.2892 -2.2539  0.124
H: 0.5355 -0.0358 4.3698  0.058
H: -5.0737 -3.8138 -1.6625  0.045
H: 0.1460 1.3460 -5.7450  0.059
H: -1.7279 2.8262 2.6713  0.091
H: -2.7319 -0.0626 -0.7152  0.052
H: -5.6237 0.1890 0.1714  0.050
H: 1.6072 2.8261 4.2145  0.084
H: 0.8070 2.3973 0.1160  0.052
H: 3.5357 -7.8450 -0.8784  0.101
H: -4.2203 -2.1104 1.1298  0.107
H: 6.5852 0.3779 2.4409  0.120
H: -0.7407 -5.5630 -2.3683  0.098
H: 7.6828 2.8336 -1.8519  0.111
H: 0.6476 1.2598 -1.8255  0.048
H: -4.0852 -0.7411 3.9640  0.108
H: 2.4412 2.3334 -5.9877  0.076
H: -1.0459 -1.9929 2.1612  0.043
H: -0.2061 -1.6033 -2.1521  0.037
H: -1.8620 -1.0437 -5.7100  0.119
H: 1.1674 4.8432 7.1909  0.103
H: 2.9295 -0.4867 3.9025  0.080
H: 0.3263 7.5975 -2.8721  0.109
H: -6.5010 -5.8634 0.4989  0.095
H: 0.6706 -2.7951 1.1874  0.069
H: 4.8639 -2.6706 1.4317  0.060
H: -2.9102 -0.8014 9.3418  0.099
H: -7.3135 -0.4426 -0.0081  0.121
H: 5.8100 0.8883 0.0821  0.112
H: 5.6527 1.4594 3.3525  0.117
H: 2.5941 -0.2096 -1.5233  0.058
H: 4.8561 2.2300 0.6611  0.062
H: 6.6885 -4.8226 2.9030  0.094
H: -3.3444 5.0968 1.3789  0.110
H: 3.2920 1.1336 -2.4870  0.058
H: 4.1493 -0.8345 -5.0970  0.091
H: 3.0350 5.2463 -4.6309  0.102
H: -4.9814 -2.1920 6.9333  0.097
H: -3.0393 5.3017 -1.4721  0.094
H: 0.7438 -4.5388 1.0104  0.076
H: -5.0809 1.0769 2.1272  0.078
H: 0.0480 0.1798 2.7219  0.022
H: -6.2465 -2.4906 -1.5167  0.093
H: -4.9867 4.5441 1.3395  0.120
H: -3.6922 -2.0360 5.1750  0.100
H: 5.7994 -3.2535 3.0540  0.074
H: 4.0945 -5.9327 -0.1389  0.097
H: -0.9693 -1.4476 -3.6601  0.075
H: 1.5829 4.4121 4.8174  0.091
H: -1.2445 1.8441 -1.4054  0.020
H: -6.0081 -0.9041 7.3463  0.114
H: 1.3911 -1.6360 2.3107  0.066
H: -5.7455 5.3704 -3.2986  0.115
H: -2.6881 -3.4840 -0.7313  0.095
H: -3.4133 -1.8326 -3.2158  0.117
H: 1.2165 0.9846 -7.0018  0.071
H: 2.1832 -3.4809 -2.7239  0.129
H: -0.2398 4.3529 -3.4891  0.068
H: -2.0970 -6.3328 -3.2937  0.113
H: 3.6456 4.7124 -3.0089  0.127
H: 1.0835 -2.0570 5.5892  -0.106
H: 2.8853 0.9966 2.0703  0.070
H: -5.7820 0.2584 3.4588  0.033
H: -5.6379 7.0099 -3.7486  0.111
H: 3.6703 1.1130 4.0705  0.128
H: -2.3143 -1.3632 -1.9331  0.041
H: -1.9324 3.9479 0.5147  0.123
H: -0.5292 1.7658 2.0352  0.057
H: 5.7247 0.1008 -6.1019  0.106
H: -0.8296 -1.6015 6.0619  0.100
H: 7.4365 1.2527 -1.1326  0.109
H: -0.2171 5.7447 -2.3930  0.100
H: 1.4065 4.0498 -0.0610  0.107
H: -1.9515 2.2324 0.2602  0.051
H: -1.2358 0.4866 -4.9990  0.079
H: 2.0837 -8.5217 -0.2068  0.110
H: -4.2872 0.7963 -0.4785  0.045
H: 4.7365 -3.3261 -0.1306  0.091
H: 2.0937 4.0681 -5.9928  0.091
H: -2.5356 -1.5011 0.9998  0.061
H: -1.1110 -3.4258 3.1032  0.104
H: 1.1955 3.3989 8.0691  0.122
H: -4.9155 -5.4771 -0.1925  0.091
H: 5.4254 1.0798 -7.5551  0.115
H: -3.1302 -1.9910 8.1311  0.066
H: 2.8967 -4.7256 0.0479  0.086
H: 1.6550 -2.0603 4.0382  0.005
H: 2.4734 -0.5260 -5.5888  0.093
H: 4.8711 1.1933 -2.8449  0.076
H: 1.4350 0.8929 1.0605  0.040
H: 0.8127 7.9527 -4.5763  0.113
H: 1.5749 1.9146 -3.1433  0.080
H: 1.3905 -2.2424 -1.7742  0.088

Computed properties:
total charge	-3
HOMO energy	-1.0	eV
frontier orbital gap	5.081	eV

Computed, not measured: C5H4Br3ClN2O as an isolated structure, with ωB97M-V/def2-TZVPD.

Each line ends with the Löwdin charge.
Positions of all 16 atoms, in Å:
Br: -3.7437 -0.8113 -0.5751  0.653
Br: -2.0423 1.6003 -1.4313  0.699
Br: -2.7126 1.2909 1.5011  0.572
Cl: -1.3151 -2.1517 0.6986  0.819
O: -0.8314 -0.7040 -2.3539  -0.419
N: 0.3013 -0.1844 0.3520  -0.135
N: 1.2078 -1.1791 0.7608  0.064
C: -0.9555 -0.6438 0.0808  -0.762
C: 0.9588 0.9982 0.2448  -0.094
C: 2.2043 0.7873 0.6240  -0.094
C: 2.3400 -0.5613 0.9572  -0.135
C: -2.1796 0.2211 -0.1160  -1.613
H: 0.4894 1.9513 -0.2658  0.140
H: 3.0668 1.5454 0.8128  0.145
H: 3.2273 -1.0207 1.5332  0.150
H: -0.0156 -1.1382 -2.8231  0.010

Computed properties:
HOMO energy (spin up / spin down)	-8.7 / -8.7	eV
relative energy (zero: lowest compared OMol25 entry of this formula, charge and spin)	348.5	kJ/mol
frontier orbital gap (spin up / spin down)	6.661 / 6.659	eV

Computed, not measured: C15H37N4RuSi as an isolated structure, with ωB97M-V/def2-TZVPD.

Each line ends with the Löwdin charge.
Positions of all 58 atoms, in Å:
Ru: 0.4305 -0.0118 0.0955  1.012
Si: -1.9364 0.0655 0.1430  0.843
N: 2.4538 -0.4045 -0.1851  0.036
N: 0.7860 -0.1541 2.3147  -0.061
N: 4.8719 -0.7078 -0.4282  -0.156
N: 0.8362 2.1415 -0.1233  -0.066
C: 1.5745 0.9814 2.8801  -0.204
C: -3.4977 -2.3553 0.1861  -0.049
C: -2.4536 0.8757 -1.9819  -0.485
C: -3.2300 0.7542 1.2591  -0.197
C: -1.2741 -2.7343 -0.9865  -0.070
C: 5.7068 -1.2378 0.6648  0.023
C: 5.5336 -0.4078 -1.7135  0.026
C: -1.4365 0.3458 -2.9465  -0.061
C: -1.3823 -2.5117 1.5185  -0.088
C: 1.0943 2.3384 2.3763  -0.166
C: -2.0000 -2.1325 0.1921  -0.553
C: -3.8520 0.3683 -2.1584  -0.039
C: 3.6127 -0.5353 -0.2825  -0.224
C: -2.3532 2.3499 -1.7038  -0.060
C: 1.6317 2.7277 1.0022  -0.198
H: -2.8971 2.6810 -0.8203  0.092
H: -3.9832 -2.0982 -0.7482  0.079
H: -1.3244 2.7041 -1.6955  0.073
H: 4.7961 -0.0666 -2.4347  0.101
H: -1.6127 -3.5703 1.6839  0.128
H: -1.7639 -2.5352 -1.9352  0.084
H: 6.0064 -1.3183 -2.0766  0.112
H: -0.2934 -2.4372 1.5108  0.065
H: 6.2858 0.3627 -1.5528  0.111
H: -2.8389 2.8513 -2.5518  0.138
H: 2.6156 0.8211 2.5977  0.116
H: -4.2422 0.5714 0.8988  0.058
H: -4.0167 -1.8902 1.0210  0.096
H: -0.0153 2.6854 -0.2312  0.067
H: 1.2971 -1.0172 2.4952  0.102
H: 5.0819 -1.4918 1.5168  0.098
H: 1.5224 0.9336 3.9688  0.137
H: -3.1089 1.8315 1.3909  0.052
H: 2.6603 2.3863 0.8806  0.117
H: -0.0027 2.3704 2.3734  0.117
H: -0.4034 0.5223 -2.6258  0.069
H: 6.2145 -2.1325 0.3098  0.112
H: 1.4057 3.0998 3.0917  0.137
H: -3.9295 -0.7128 -2.1988  0.081
H: 1.6309 3.8117 0.8824  0.137
H: -1.5575 0.9124 -3.8797  0.132
H: -4.5667 0.7842 -1.4531  0.103
H: -3.1506 0.2935 2.2486  0.059
H: -0.2184 -2.4317 -1.0559  0.074
H: -3.6259 -3.4402 0.3094  0.138
H: -1.8017 -1.9721 2.3684  0.093
H: 1.3638 2.2717 -0.9870  0.112
H: -1.2655 -3.8222 -0.8539  0.125
H: -1.5754 -0.7016 -3.1946  0.087
H: 6.4408 -0.4853 0.9492  0.111
H: -4.1594 0.7144 -3.1580  0.143
H: -0.0839 -0.2409 2.8332  0.088

Computed properties:
total charge	+3
HOMO energy (spin up / spin down)	-18.2 / -18.1	eV
relative energy (zero: lowest compared OMol25 entry of this formula, charge and spin)	115.3	kJ/mol
spin multiplicity	5
frontier orbital gap (spin up / spin down)	7.512 / 5.843	eV
⟨S²⟩	6.043

Computed, not measured: C17H26N2O2 in the gas phase, with ωB97M-V/def2-TZVPD.

Each line ends with the Löwdin charge.
Positions of all 47 atoms, in Å:
O: -1.8060 -0.0608 2.6970  0.043
O: -0.9304 -2.9660 2.3890  -0.042
N: -0.5859 -0.6171 0.8915  -0.011
N: 1.3771 1.8282 0.2476  -0.186
C: -1.6022 -1.5912 0.4990  -0.224
C: -1.8757 -1.4861 -0.9812  -0.184
C: 3.6612 2.4123 -0.4653  -0.420
C: -1.5856 -2.4931 -1.8914  -0.038
C: -2.3840 -1.1254 -3.6987  -0.089
C: -2.4289 -0.2978 -1.4510  -0.040
C: 3.2940 3.8849 -0.6151  -0.076
C: -1.8423 -2.3127 -3.2412  -0.078
C: 0.6606 -0.5951 0.1563  -0.102
C: -1.2187 -2.9862 1.0156  -0.215
C: 0.2616 1.1015 2.4029  -0.058
C: -2.6788 -0.1154 -2.7975  -0.077
C: 0.9110 0.7378 -0.5759  -0.141
C: 5.1361 2.2507 -0.1093  -0.082
C: -0.7962 0.0880 2.0259  -0.455
C: 2.7820 1.7576 0.6118  -0.189
C: 0.4716 2.1756 1.3160  -0.168
H: -1.1649 -3.4285 -1.5567  0.107
H: 5.4035 1.1989 -0.0310  0.073
H: 0.6143 -1.3916 -0.5877  0.124
H: -1.6148 -3.1067 -3.9372  0.103
H: 3.4732 1.9100 -1.4197  0.127
H: -0.0802 1.5771 3.3232  0.122
H: 1.2056 0.5944 2.6129  0.121
H: 3.8476 4.3370 -1.4344  0.075
H: 0.8558 3.0838 1.7874  0.120
H: -0.4960 2.4211 0.8661  0.129
H: 1.6535 0.5679 -1.3581  0.120
H: -1.5601 -2.3814 2.8329  0.082
H: 1.4953 -0.8138 0.8314  0.126
H: -3.1076 0.8129 -3.1449  0.104
H: -2.6674 0.4853 -0.7451  0.122
H: 3.5268 4.4278 0.2985  0.079
H: 2.9291 2.2989 1.5490  0.129
H: 5.7625 2.7072 -0.8718  0.076
H: 2.2302 3.9789 -0.8139  0.070
H: 3.1234 0.7236 0.7687  0.118
H: -0.0211 1.0476 -1.0591  0.120
H: -0.3087 -3.3553 0.5336  0.120
H: -2.0431 -3.6832 0.7987  0.131
H: -2.5088 -1.2834 1.0410  0.156
H: -2.5800 -0.9880 -4.7515  0.101
H: 5.3513 2.7313 0.8430  0.079

Computed properties:
SMILES	CC(C)CN1CCC(=O)N([C@H](CO)c2ccccc2)CC1
HOMO energy	-8.3	eV
relative energy (zero: lowest compared OMol25 entry of this formula, charge and spin)	32.9	kJ/mol
frontier orbital gap	9.055	eV

| no. | F_max (eV Å⁻¹) |
| --- | --- |
| 1 | 8.23 |
| 2 | 5.26 |
| 3 | 0.62 |
| 4 | 0.50 |